Entry 1:
Below is C39H62As2N4O12SSbSn as an isolated structure, with properties calculated with ωB97M-V with the def2-TZVPD basis set.

Output
E_HOMO	-3.548	eV
max |F|	0.0100	Eh/bohr
lowest unoccupied orbital energy	2.2	eV
ΔE to the lowest compared entry with this formula, charge and spin	0.0	kJ/mol
gap between HOMO and LUMO	5.7402	eV

ORCA input file:
```
! wB97M-V def2-TZVPD RIJCOSX def2/J DEFGRID3
* xyz -1 1
Sn 0.689 0.179 -0.508
C 5.497 2.543 -0.336
N 4.478 3.523 -0.673
C 4.784 4.395 -1.793
C 3.204 3.475 -0.187
O 2.327 4.240 -0.549
C 2.926 2.380 0.851
O 1.542 2.205 1.038
C 1.045 2.685 2.269
C -0.470 2.790 2.192
O -1.081 2.569 1.155
N -1.093 3.140 3.347
C -2.530 3.339 3.358
C -0.417 3.292 4.623
H 6.470 3.035 -0.327
H 5.530 1.727 -1.067
H 5.331 2.116 0.649
H 5.652 5.016 -1.563
H 3.925 5.028 -1.989
H 5.003 3.801 -2.686
H 3.428 2.626 1.790
H 3.323 1.421 0.517
H 1.447 3.683 2.481
H 1.340 1.982 3.050
H -2.891 3.407 2.338
H -2.764 4.263 3.892
H -3.034 2.506 3.856
H 0.577 2.853 4.598
H -0.987 2.772 5.395
H -0.334 4.346 4.908
O -2.791 1.045 -0.493
H -2.210 1.467 0.162
H -2.494 0.124 -0.491
S 2.185 -1.475 0.532
C -1.045 -4.129 -4.480
C -1.580 -2.693 -4.456
C -1.196 -1.974 -3.237
N -0.929 -1.414 -2.269
H -1.363 -4.623 -5.396
H -1.418 -4.693 -3.625
H 0.043 -4.132 -4.447
H -2.668 -2.691 -4.514
H -1.203 -2.126 -5.307
C -5.107 -3.278 1.227
O -3.817 -2.937 1.730
C -2.949 -3.955 1.932
O -3.231 -5.098 1.686
C -1.629 -3.443 2.420
C -1.044 -4.047 3.460
As 0.825 -3.880 4.138
C 0.211 -3.054 5.839
C 1.362 -2.355 3.106
C 0.959 -2.340 1.660
As -1.020 -1.790 1.482
C -1.157 -0.589 3.031
C 1.001 -3.724 1.000
O 1.637 -4.673 1.379
O 0.197 -3.777 -0.097
C 0.163 -4.993 -0.837
C 2.074 -1.324 3.695
O 2.339 -0.181 3.273
O 2.556 -1.653 4.969
C 3.126 -0.575 5.682
C -1.864 -5.009 4.268
O -2.969 -4.791 4.690
O -1.189 -6.138 4.563
C -1.882 -7.082 5.378
H -5.434 -2.444 0.612
H -5.798 -3.415 2.058
H -5.065 -4.194 0.644
H -0.587 -3.669 6.262
H -0.156 -2.039 5.679
H 1.045 -3.027 6.535
H -1.396 -1.160 3.925
H -1.948 0.139 2.833
H -0.199 -0.084 3.168
H -0.879 -5.295 -0.933
H 0.728 -5.768 -0.331
H 0.589 -4.805 -1.824
H 3.519 -0.994 6.609
H 2.384 0.193 5.924
H 3.932 -0.100 5.122
H -1.121 -7.726 5.811
H -2.563 -7.673 4.766
H -2.452 -6.585 6.158
C 2.403 0.578 -2.053
C 2.111 -0.206 -3.249
C 1.348 0.327 -4.306
C 1.029 -0.423 -5.418
C 1.454 -1.750 -5.521
C 2.211 -2.300 -4.481
C 2.527 -1.548 -3.369
C 1.101 -2.541 -6.666
N 0.794 -3.181 -7.575
H 2.389 1.656 -2.233
H 3.309 0.251 -1.543
H 1.000 1.352 -4.225
H 0.435 0.008 -6.215
H 2.541 -3.330 -4.551
H 3.083 -1.994 -2.551
C -2.107 1.610 -4.593
C -2.484 2.653 -3.535
Sb -0.833 3.128 -2.202
C -1.928 4.571 -1.015
C -2.934 5.451 -1.756
C 0.122 4.614 -3.507
C -0.637 5.081 -4.752
H -2.958 1.361 -5.235
H -1.757 0.687 -4.124
H -1.303 1.965 -5.247
H -3.270 2.263 -2.884
H -2.848 3.568 -4.007
H -1.159 5.177 -0.526
H -2.422 3.988 -0.234
H -2.450 6.066 -2.519
H -3.442 6.131 -1.065
H -3.704 4.852 -2.247
H 1.082 4.176 -3.800
H 0.358 5.458 -2.851
H -0.836 4.253 -5.437
H -0.063 5.831 -5.308
H -1.600 5.530 -4.501
*
```

***

Entry 2:
Below is a 3-piece molecular cluster, C39H62O13S overall, with properties calculated with ωB97M-V with the def2-TZVPD basis set.

Output
E_HOMO	-9.420	eV
max |F|	0.0300	Eh/bohr
lowest unoccupied orbital energy	-1.4	eV
gap between HOMO and LUMO	8.0596	eV

ORCA input file:
```
! wB97M-V def2-TZVPD RIJCOSX def2/J DEFGRID3
* xyz 0 1
C -3.021 -0.985 2.832
O -3.380 -2.070 1.996
C -4.430 -1.749 1.096
C -4.021 -0.728 0.005
C -4.128 -1.323 -1.423
C -3.958 -0.228 -2.485
C -4.064 -0.708 -3.952
C -3.077 -1.833 -4.330
C -1.870 -1.342 -5.172
C -0.565 -2.086 -4.802
C 0.179 -1.411 -3.621
C 1.600 -0.917 -3.989
C 2.653 -1.030 -2.874
C 2.881 0.186 -1.932
C 4.416 0.254 -1.613
C 4.797 1.022 -0.335
C 6.214 1.648 -0.372
C 6.117 3.164 -0.092
C 5.707 3.475 1.366
C 4.275 4.009 1.577
C 4.088 5.512 1.284
C 4.127 5.864 -0.218
C 3.406 7.201 -0.503
C 1.902 7.018 -0.766
O 1.635 6.648 -2.114
C 1.214 5.313 -2.299
C 2.492 1.519 -2.601
C 0.978 1.859 -2.621
S 0.098 1.428 -1.131
O -1.313 1.286 -1.423
O 0.471 2.355 -0.079
O 0.672 -0.029 -0.796
C 2.121 -0.004 -0.609
H -3.815 -0.216 2.868
H -2.876 -1.339 3.860
H -2.114 -0.476 2.471
H -5.304 -1.395 1.671
H -4.737 -2.690 0.615
H -2.978 -0.433 0.182
H -4.654 0.166 0.093
H -3.342 -2.084 -1.501
H -5.116 -1.798 -1.516
H -4.704 0.559 -2.313
H -2.957 0.220 -2.350
H -3.869 0.168 -4.590
H -5.101 -1.014 -4.150
H -3.604 -2.597 -4.925
H -2.710 -2.366 -3.440
H -2.088 -1.471 -6.239
H -1.706 -0.266 -4.987
H 0.090 -2.206 -5.674
H -0.853 -3.102 -4.486
H 0.324 -2.173 -2.850
H -0.434 -0.608 -3.188
H 1.943 -1.571 -4.805
H 1.546 0.091 -4.426
H 2.372 -1.887 -2.235
H 3.614 -1.294 -3.331
H 4.870 -0.745 -1.643
H 4.854 0.804 -2.467
H 4.743 0.321 0.515
H 4.064 1.813 -0.116
H 6.815 1.213 0.443
H 6.718 1.453 -1.326
H 5.414 3.613 -0.813
H 7.105 3.605 -0.287
H 6.395 4.238 1.769
H 5.840 2.591 2.007
H 3.530 3.468 0.975
H 4.013 3.838 2.633
H 4.827 6.114 1.831
H 3.084 5.785 1.655
H 5.171 5.930 -0.554
H 3.651 5.062 -0.800
H 3.489 7.842 0.393
H 3.875 7.758 -1.322
H 1.499 6.268 -0.066
H 1.365 7.958 -0.574
H 0.114 5.233 -2.339
H 1.605 4.938 -3.256
H 1.562 4.637 -1.503
H 3.036 2.368 -2.162
H 2.819 1.467 -3.654
H 0.422 1.401 -3.446
H 0.853 2.953 -2.706
H 2.328 0.793 0.112
H 2.377 -0.968 -0.144
C -0.506 -5.860 0.408
C -0.342 -6.320 1.655
C -0.050 -5.403 2.812
O 0.067 -5.912 3.911
C 0.077 -3.982 2.552
C -0.084 -3.518 1.305
C -0.398 -4.436 0.154
O -0.552 -3.932 -0.942
O 0.010 -2.224 1.003
O -0.425 -7.606 1.977
H -0.720 -6.509 -0.429
H 0.296 -3.334 3.388
H -0.125 -2.131 0.039
H -0.273 -7.650 2.940
C -4.721 -3.227 5.516
C -4.283 -2.832 6.718
C -5.146 -2.908 7.949
O -4.656 -2.541 9.001
C -6.503 -3.409 7.814
C -6.942 -3.802 6.611
C -6.071 -3.745 5.383
O -6.554 -4.138 4.338
O -8.167 -4.271 6.397
O -3.063 -2.344 6.927
H -4.106 -3.179 4.627
H -7.119 -3.447 8.701
H -8.210 -4.481 5.445
H -3.013 -2.145 7.880
*
```

***

Q: What is the lowest unoccupied orbital energy in the second record?
A: -1.4 eV